Record 1
Molecular formula: C25H30BBrFN10O2S4Ta
Method: DFT, wB97M-V/def2-TZVPD

Properties
DFT total energy: -163728.98855 eV
charge: +2
largest force on an atom: 1.0 eV/A
E_HOMO: -13.244 eV
ΔE to the lowest compared entry with this formula, charge and spin: 103.5 kJ/mol

```
75
Properties=species:S:1:pos:R:3:forces:R:3
Ta 0.260 0.150 -0.521 -0.36 0.96 -0.23
Br -0.618 2.938 -7.596 0.00 -0.04 0.03
S 0.084 0.333 2.119 0.09 -0.10 0.13
S -2.154 0.089 0.070 0.19 -0.06 0.01
S -0.150 2.761 0.193 0.09 -0.17 0.15
S 0.229 -2.251 0.105 0.09 -0.29 0.04
F 6.406 -0.355 0.027 0.05 0.01 0.00
O 0.441 -0.746 -2.387 0.06 -0.38 -0.32
O 0.092 1.359 -2.374 0.06 -0.08 0.09
N 0.430 5.257 -0.215 0.11 0.01 -0.12
N -2.791 -1.124 -2.349 0.03 0.13 0.06
N -1.863 -3.319 1.468 -0.02 0.06 -0.16
N 2.850 2.233 1.492 -0.02 0.11 0.00
N -2.352 -2.977 -0.628 0.16 0.01 0.14
N 2.220 2.127 2.724 -0.07 -0.09 0.09
N 1.827 2.413 4.867 0.01 0.06 0.23
N 1.285 3.854 -1.817 -0.06 0.06 0.07
N 0.902 1.607 4.291 0.00 -0.01 -0.20
N -3.234 1.018 -2.267 0.03 -0.17 -0.07
C 3.832 3.582 4.026 0.03 0.02 -0.01
C 0.202 0.293 -3.087 -0.09 -0.08 -0.15
C 4.356 -0.871 1.025 -0.06 0.00 0.04
C -0.167 1.424 -5.242 -0.05 0.01 -0.02
C -2.705 -0.026 -1.589 -0.03 0.03 0.04
C 0.040 0.241 -4.528 0.00 0.05 0.08
C 2.632 2.724 3.910 0.06 0.01 -0.08
C 3.080 0.329 -1.129 -0.09 0.10 0.04
C -3.663 0.565 -3.486 0.00 -0.07 -0.03
C 0.574 4.023 -0.706 0.03 0.00 -0.03
C -0.120 -1.045 -6.539 0.02 -0.05 0.03
C -0.342 1.356 -6.610 0.01 -0.02 0.08
C -1.393 -2.855 0.298 0.00 0.09 -0.05
C 0.065 -0.999 -5.169 0.03 0.03 0.04
C 5.079 -0.304 -0.017 -0.01 0.02 -0.03
C -3.457 -3.518 -0.019 -0.08 -0.06 0.08
C -0.319 0.124 -7.259 -0.02 0.09 -0.05
C 4.467 0.302 -1.096 -0.02 0.02 -0.02
C -3.361 2.391 -1.808 -0.01 0.06 0.03
C -3.386 -0.764 -3.529 -0.02 0.07 -0.10
C 2.301 -0.198 -0.087 0.09 -0.15 0.18
C -1.118 -3.404 2.714 0.06 0.00 0.07
C 2.978 -0.807 0.981 -0.01 -0.08 0.01
C 1.101 1.402 2.987 -0.08 0.02 0.08
C -3.159 -3.737 1.284 -0.10 -0.04 -0.06
B -2.253 -2.609 -2.129 0.03 0.04 0.04
H -0.723 -2.424 2.974 0.01 -0.02 0.01
H -1.797 -3.745 3.490 0.01 0.00 0.01
H 3.902 3.939 5.049 0.00 0.00 0.00
H 4.737 3.023 3.785 0.00 0.01 -0.01
H 0.220 -1.899 -4.590 -0.01 -0.01 0.00
H 3.771 4.443 3.359 0.00 0.00 0.01
H 1.226 2.960 -2.281 -0.02 0.01 -0.02
H -0.299 -4.114 2.612 0.00 0.01 0.02
H -0.458 0.085 -8.331 0.00 0.00 0.00
H -3.051 2.445 -0.768 0.00 0.02 0.00
H 3.724 1.718 1.513 0.01 0.00 -0.02
H -0.205 2.377 -4.731 0.01 0.00 0.01
H -4.140 1.214 -4.199 0.00 0.00 -0.01
H 0.731 6.074 -0.721 -0.01 0.00 0.00
H 2.405 -1.246 1.789 0.00 -0.01 -0.01
H 5.071 0.713 -1.894 0.00 0.00 -0.01
H 4.885 -1.357 1.834 -0.01 -0.01 0.01
H -3.571 -1.490 -4.300 -0.01 0.00 -0.01
H -3.736 -4.165 2.084 -0.01 0.00 -0.01
H -2.723 3.035 -2.411 -0.01 0.01 0.01
H -0.106 -1.993 -7.058 0.00 0.00 0.00
H 0.154 1.221 4.843 -0.04 -0.01 0.00
H 1.650 4.642 -2.327 0.01 -0.02 0.00
H 3.025 3.211 1.298 0.01 0.03 0.00
H 2.624 0.797 -1.998 -0.01 -0.02 -0.04
H -0.107 5.392 0.625 -0.02 -0.01 0.02
H -4.356 -3.723 -0.572 0.00 -0.01 0.01
H -2.980 -3.313 -2.761 -0.10 -0.07 -0.03
H -1.112 -2.658 -2.472 0.04 -0.01 -0.05
H -4.398 2.705 -1.900 0.01 0.02 0.01
```
Forces are in eV/Å.


Record 2
Molecular formula: C25H30BClNO12
Method: DFT, wB97M-V/def2-TZVPD

Properties
DFT total energy: -65679.33506 eV
charge: -1
largest force on an atom: 1.3 eV/A
E_HOMO: -7.106 eV

```
70
Properties=species:S:1:pos:R:3:forces:R:3
Cl -0.651 -2.217 1.623 -0.14 -0.05 0.22
O -1.118 1.976 -4.253 0.89 0.82 -0.15
O 7.429 -2.069 3.573 -0.04 0.02 -0.03
O 7.204 -6.450 2.838 -0.01 0.00 0.01
O 6.785 -0.012 4.233 0.01 0.00 0.01
O -5.138 0.069 -3.888 -1.27 -0.11 -0.11
O 0.166 1.037 -1.499 -0.05 0.05 0.39
O 6.569 -4.301 3.081 0.03 0.01 -0.03
O 4.868 -0.339 2.010 0.04 0.10 0.01
O -6.783 1.479 0.900 0.00 0.06 -0.05
O 5.906 -2.324 1.810 0.01 0.05 0.04
O 8.115 -3.343 1.606 -0.02 -0.02 0.02
O 9.156 -5.240 0.976 0.00 0.01 0.00
N -3.370 1.517 -4.147 0.17 -0.38 0.57
C 1.923 1.452 1.305 0.02 0.68 -0.29
C 7.305 -5.285 2.584 -0.03 0.02 0.02
C 1.283 3.039 -0.621 0.31 -0.12 0.20
C 5.691 -1.139 2.354 0.02 -0.09 -0.03
C -2.025 0.612 -2.460 0.49 -0.20 0.74
C 0.120 2.476 -1.394 -0.17 -0.03 -0.52
C -1.268 -0.589 -0.517 -0.64 -0.50 0.08
C 6.697 -0.969 3.520 0.03 -0.04 0.01
C -7.556 1.145 -0.254 0.23 -0.08 0.20
C -4.915 -1.583 -1.188 0.11 0.25 0.02
C -2.025 1.484 -3.664 -0.76 -0.39 0.22
C 1.114 -1.421 -0.224 0.22 -0.48 0.02
C -3.267 -0.023 -2.386 0.43 -0.13 0.67
C -3.576 -0.924 -1.370 0.62 0.12 -0.19
C 2.311 -1.503 0.723 -0.24 -0.35 0.27
C -7.002 -0.125 -0.927 -0.30 0.18 0.07
C -1.021 0.376 -1.506 -0.35 0.27 -0.57
C -5.827 -0.788 -0.220 0.25 -0.34 -0.17
C 2.605 2.665 -1.281 -0.12 0.20 -0.06
C -0.109 2.936 1.496 0.04 0.20 -0.29
C -2.535 -1.189 -0.464 0.11 0.30 -0.52
C 1.280 2.782 0.894 0.10 -0.08 0.21
C -0.161 -0.948 0.457 -0.08 0.16 -0.13
C -4.090 0.481 -3.495 0.42 0.28 -0.22
C 8.329 -4.650 1.608 0.00 0.04 -0.01
B 7.007 -3.012 2.519 0.02 -0.02 0.01
H 3.415 3.241 -0.842 0.18 -0.06 0.11
H -3.825 2.418 -4.145 0.00 0.05 -0.62
H 1.767 0.681 0.559 -0.01 0.46 0.08
H 2.566 2.907 -2.341 0.04 0.01 -0.17
H 1.893 3.570 1.334 0.07 0.15 -0.01
H -6.738 0.107 -1.953 0.16 0.06 -0.13
H 0.178 2.874 -2.400 -0.08 0.07 -0.33
H 0.062 -0.084 1.078 -0.13 -0.02 -0.04
H -6.195 -1.482 0.530 -0.10 0.03 0.23
H -0.040 3.004 2.577 -0.10 -0.11 0.19
H -0.582 3.848 1.131 -0.11 0.15 0.04
H -2.736 -1.907 0.310 0.07 -0.10 0.20
H -0.836 2.786 -0.976 -0.14 -0.11 0.15
H 1.525 1.120 2.261 -0.09 -0.12 0.13
H -7.531 1.974 -0.959 -0.02 0.11 -0.13
H -5.225 -0.056 0.303 0.04 0.15 0.10
H -7.816 -0.844 -0.986 -0.08 -0.16 -0.13
H -4.733 -2.576 -0.787 -0.03 -0.18 -0.01
H 2.822 1.608 -1.188 0.09 -0.16 0.05
H 2.994 1.561 1.444 0.20 -0.12 -0.07
H 1.172 4.119 -0.748 -0.15 0.17 -0.02
H 1.333 -0.779 -1.069 -0.03 0.10 -0.05
H -8.593 0.992 0.042 -0.17 -0.01 0.04
H 3.241 -1.311 0.205 0.19 0.04 -0.04
H -6.918 2.408 1.094 -0.04 0.04 0.06
H 2.225 -0.783 1.531 0.22 -0.33 0.00
H -5.390 -1.680 -2.158 -0.13 -0.16 -0.11
H 0.923 -2.421 -0.611 -0.12 -0.04 -0.28
H -0.761 2.108 1.220 -0.09 -0.16 0.11
H 2.379 -2.483 1.183 0.04 -0.18 0.02
```
Forces are in eV/Å.


Record 3
Molecular formula: C25H30BrFN4O2P
Method: DFT, wB97M-V/def2-TZVPD

Properties
DFT total energy: -118508.22885 eV
charge: +1
largest force on an atom: 3.2 eV/A
E_HOMO: -11.518 eV

```
64
Properties=species:S:1:pos:R:3:forces:R:3
Br -1.173 3.285 -1.038 0.09 -0.64 0.83
P -2.808 2.437 0.317 -1.78 0.46 -0.27
F 0.724 -1.464 -1.021 0.66 0.02 1.22
O -2.864 3.318 1.756 0.67 -0.83 -1.61
O 2.146 2.617 1.261 -0.83 -0.68 0.23
N 5.055 -0.607 -1.136 0.02 0.17 -0.37
N -3.968 6.658 0.177 0.18 -0.01 -0.29
N -2.333 -5.950 1.379 0.37 -0.02 -0.25
N -2.934 -1.727 0.621 2.29 1.42 0.91
C 0.060 1.456 1.828 -0.37 0.19 -0.38
C -0.472 -7.742 0.327 0.09 -0.08 -0.05
C -1.573 -7.354 -0.419 0.03 -0.01 0.04
C 5.383 1.288 -2.579 0.02 -0.05 -0.03
C -2.281 0.690 0.738 1.81 -2.30 1.32
C -3.617 8.576 -1.226 0.03 -0.10 -0.05
C -4.033 7.975 -0.048 -0.07 -0.24 0.27
C 6.010 -0.894 -3.324 -0.01 0.07 0.01
C 1.765 -1.811 -0.109 1.11 -1.37 -0.31
C -3.204 -0.394 0.375 0.94 1.41 0.18
C -3.021 6.400 -2.016 0.01 0.00 -0.03
C -2.467 -6.460 0.147 -0.09 0.20 0.28
C -0.712 -1.099 1.635 -1.80 0.77 -0.66
C 0.589 -1.702 2.266 -1.15 -1.01 -0.77
C 1.270 -2.620 1.137 0.47 0.95 0.68
C 5.912 0.468 -3.562 0.04 0.04 -0.11
C -3.101 7.768 -2.227 0.02 0.06 -0.08
C 1.495 1.323 1.177 0.14 0.65 -0.12
C -0.309 -7.228 1.604 -0.02 -0.01 -0.06
C -1.262 -6.343 2.081 -0.28 0.20 -0.02
C -0.964 0.362 1.406 -1.55 -2.41 -0.34
C -1.742 -2.080 1.229 1.33 1.60 0.49
C 4.974 0.705 -1.390 -0.06 -0.31 0.23
C 5.568 -1.378 -2.103 -0.15 0.05 0.33
C -3.468 5.901 -0.804 -0.22 0.33 0.31
H 1.676 3.140 1.934 0.44 -0.19 -0.37
H -1.547 -3.171 1.417 -0.55 1.21 -0.31
H 1.292 -0.949 2.697 -0.77 -0.61 -0.55
H -3.368 4.131 1.513 0.31 -0.42 0.41
H 0.585 -3.466 0.851 0.73 0.86 0.18
H -1.179 -5.917 3.076 0.05 -0.07 0.01
H -0.352 2.454 1.484 0.49 -1.16 0.33
H 4.556 1.307 -0.589 0.02 0.08 -0.05
H -1.734 -7.735 -1.419 -0.02 0.03 0.04
H -3.696 9.647 -1.355 -0.01 -0.04 0.04
H 0.247 -2.390 3.100 0.50 0.83 -0.80
H 2.172 0.585 1.684 -0.85 0.56 -0.34
H 6.418 -1.564 -4.068 -0.02 0.00 0.05
H 6.246 0.886 -4.505 -0.01 -0.02 0.04
H -3.554 -2.499 0.359 0.04 0.66 0.04
H -4.167 -0.158 -0.149 1.07 -0.30 0.65
H -3.430 4.839 -0.591 -0.07 0.04 -0.23
H 1.425 1.053 0.087 -0.06 0.27 1.02
H 0.250 -8.439 -0.081 -0.04 0.03 0.02
H 5.291 2.356 -2.730 0.00 -0.03 0.04
H 0.538 -7.509 2.216 -0.05 0.01 0.01
H -2.623 5.738 -2.773 -0.02 0.00 0.04
H -4.441 8.565 0.765 0.02 0.04 -0.06
H 2.407 -0.925 0.169 -1.08 -0.80 -0.40
H 5.621 -2.437 -1.872 0.05 0.01 -0.07
H -3.342 -6.124 -0.400 0.02 -0.08 -0.05
H 2.195 -3.055 1.622 -0.96 0.31 -0.69
H 0.174 1.562 2.949 -0.31 -0.54 -1.10
H -2.763 8.200 -3.162 -0.02 -0.02 0.04
H 2.455 -2.498 -0.688 -0.79 0.80 0.53
```
Forces are in eV/Å.